No. 1
This record from the OMol25 dataset describes C47H50AsCsN5O7SSi as an isolated structure. The level of theory is ωB97M-V with the def2-TZVPD basis set.

Computed properties:
Kohn-Sham gap: 4.4 eV

```
! RIJCOSX wB97M-V def2-TZVPD def2/J DEFGRID3
* xyz -1 1
Cs -1.15 1.43 -0.77
C 1.60 -5.12 2.75
C 0.25 -4.51 3.00
C -0.67 -5.10 3.86
C -1.93 -4.54 4.04
C -2.27 -3.38 3.36
C -1.37 -2.76 2.50
C -1.77 -1.52 1.74
C -0.10 -3.32 2.35
N 0.81 -2.81 1.39
C 1.43 -1.71 1.50
C 2.28 -1.24 0.35
C 1.39 -0.80 2.70
C 1.53 -1.41 4.07
N 1.31 0.44 2.43
C 1.32 1.43 3.44
C 0.15 1.80 4.10
C -1.14 1.08 3.83
C 0.20 2.87 4.99
C 1.38 3.55 5.24
C 2.54 3.15 4.59
C 2.53 2.10 3.68
C 3.77 1.67 2.96
H 1.70 -6.07 3.28
H 2.41 -4.46 3.08
H 1.75 -5.29 1.68
H -0.40 -6.01 4.37
H -2.64 -5.01 4.70
H -3.25 -2.95 3.49
H -2.69 -1.10 2.16
H -1.93 -1.76 0.69
H -1.00 -0.76 1.77
H 2.14 -1.90 -0.50
H 3.34 -1.24 0.65
H 2.02 -0.22 0.10
H 0.62 -1.95 4.35
H 1.73 -0.64 4.82
H 2.34 -2.14 4.07
H -1.43 1.19 2.78
H -1.94 1.47 4.45
H -1.06 0.00 4.03
H -0.72 3.16 5.50
H 1.40 4.39 5.93
H 3.47 3.68 4.77
H 4.63 2.27 3.28
H 3.65 1.79 1.88
H 4.01 0.62 3.14
O -1.05 8.92 0.90
N -1.88 8.05 0.74
O -3.05 8.26 0.49
C -1.44 6.67 0.85
C -0.12 6.39 1.18
C 0.30 5.10 1.25
C -0.56 3.94 1.03
O -0.16 2.77 1.04
C -1.95 4.34 0.79
C -2.35 5.65 0.67
N -3.01 3.34 0.68
O -2.75 2.19 0.98
O -4.10 3.69 0.25
N 1.73 4.91 1.56
O 2.31 3.98 1.05
O 2.26 5.74 2.27
H 0.58 7.20 1.36
H -3.38 5.88 0.45
C 2.75 2.07 -3.79
As 1.06 2.98 -3.65
C 1.12 4.36 -5.00
C 1.23 3.98 -2.00
S -0.57 1.72 -3.87
H 3.57 2.78 -3.93
H 2.69 1.39 -4.64
H 2.91 1.49 -2.89
H 2.05 4.93 -4.94
H 0.27 5.01 -4.86
H 1.04 3.87 -5.97
H 2.03 4.70 -2.12
H 1.47 3.35 -1.14
H 0.30 4.52 -1.79
C -3.06 -0.60 -6.22
C -3.64 -0.44 -4.97
C -2.97 -0.90 -3.84
C -1.73 -1.55 -3.90
C -1.19 -1.71 -5.18
C -1.83 -1.24 -6.32
Si -0.86 -2.00 -2.23
C 0.78 -2.78 -2.87
C 1.77 -1.88 -3.31
C 3.02 -2.30 -3.75
C 3.34 -3.65 -3.75
C 2.39 -4.57 -3.32
C 1.13 -4.14 -2.90
C -1.88 -3.57 -1.73
C -1.42 -4.31 -0.62
C -2.14 -5.38 -0.09
C -3.35 -5.76 -0.66
C -3.82 -5.05 -1.76
C -3.09 -3.98 -2.29
H -3.56 -0.23 -7.11
H -4.60 0.06 -4.87
H -3.43 -0.74 -2.86
H -0.23 -2.21 -5.29
H -1.37 -1.38 -7.30
H 1.54 -0.82 -3.29
H 3.75 -1.57 -4.08
H 4.32 -3.99 -4.08
H 2.62 -5.63 -3.32
H 0.40 -4.88 -2.59
H -0.48 -4.03 -0.16
H -1.75 -5.91 0.77
H -3.92 -6.58 -0.25
H -4.76 -5.33 -2.22
H -3.49 -3.46 -3.15
*
```



No. 2
This record from the OMol25 dataset describes C3H6S as an isolated structure. The level of theory is ωB97M-V with the def2-TZVPD basis set.

Computed properties:
Kohn-Sham gap: 9.3 eV

```
! RIJCOSX wB97M-V def2-TZVPD def2/J DEFGRID3
* xyz 0 1
C -2.09 0.36 0.03
C -0.84 -0.01 0.11
C 1.98 0.01 0.06
S 0.53 1.06 0.11
H -2.81 -0.39 -0.12
H -2.56 1.28 -0.06
H -0.74 -1.35 -0.09
H 2.05 -0.54 1.00
H 2.94 0.35 -0.36
H 1.54 -0.76 -0.69
*
```



No. 3
This record from the OMol25 dataset describes C29H36LaN5OS5 as an isolated structure. The level of theory is ωB97M-V with the def2-TZVPD basis set.

Computed properties:
Kohn-Sham gap: 7.4 eV

```
! RIJCOSX wB97M-V def2-TZVPD def2/J DEFGRID3
* xyz 2 1
La -0.08 0.03 0.07
C 0.94 -3.60 1.73
C 0.67 -2.91 3.05
S -0.46 -1.47 2.89
C 0.04 -0.48 4.34
C 1.43 0.12 4.27
S 1.58 1.24 2.84
C 3.40 1.30 2.70
C 3.84 1.70 1.30
S 3.01 0.84 -0.06
C 3.67 -0.86 0.06
C 2.97 -1.76 1.08
S 1.48 -2.54 0.35
H 0.05 -4.09 1.35
H 1.71 -4.36 1.87
H 1.59 -2.56 3.52
H 0.18 -3.61 3.72
H -0.04 -1.14 5.21
H -0.71 0.30 4.41
H 2.20 -0.64 4.20
H 1.61 0.69 5.18
H 3.80 0.32 2.98
H 3.76 2.04 3.42
H 4.92 1.57 1.19
H 3.61 2.75 1.12
H 4.73 -0.76 0.30
H 3.57 -1.28 -0.94
H 2.65 -1.19 1.95
H 3.63 -2.57 1.38
C -3.19 -0.07 -3.55
C -2.57 -0.09 -2.19
N -1.30 0.07 -2.01
N -0.50 0.23 -3.11
C 0.77 0.03 -2.87
O 1.23 -0.27 -1.69
C 1.69 0.15 -4.02
C 1.19 0.33 -5.31
C 2.07 0.49 -6.37
C 3.44 0.45 -6.16
C 3.94 0.28 -4.88
C 3.07 0.12 -3.81
C -3.39 -0.30 -0.99
C -4.77 -0.45 -1.09
C -5.53 -0.62 0.06
C -4.88 -0.65 1.28
C -3.50 -0.54 1.30
N -2.76 -0.37 0.20
H -2.43 0.16 -4.29
H -3.98 0.68 -3.60
H -3.63 -1.04 -3.78
H 0.13 0.35 -5.46
H 1.67 0.63 -7.37
H 4.11 0.55 -7.00
H 5.01 0.26 -4.71
H 3.46 -0.02 -2.81
H -5.25 -0.43 -2.06
H -6.60 -0.72 0.00
H -5.43 -0.76 2.20
H -2.96 -0.60 2.23
N -1.79 4.50 -1.35
C -0.77 3.71 -1.06
S -0.91 2.74 0.35
N 0.34 3.75 -1.79
C 0.65 4.64 -2.86
C 0.25 5.97 -2.86
C 0.58 6.79 -3.93
C 1.31 6.30 -4.99
C 1.76 4.98 -4.97
C 1.44 4.16 -3.90
H -2.59 4.50 -0.74
H -1.78 5.11 -2.16
H 1.04 3.05 -1.60
H -0.27 6.39 -2.01
H 0.26 7.83 -3.92
H 1.56 6.94 -5.83
H 2.36 4.59 -5.78
H 1.80 3.14 -3.87
*
```



No. 4
This record from the OMol25 dataset describes C8H12F6KO4 as an isolated structure. The level of theory is ωB97M-V with the def2-TZVPD basis set.

Computed properties:
Kohn-Sham gap: 6.9 eV

```
! RIJCOSX wB97M-V def2-TZVPD def2/J DEFGRID3
* xyz -1 1
K 0.29 0.05 0.97
C -2.93 -0.77 2.21
O -2.67 0.38 1.35
O -1.68 -1.35 2.33
C -3.72 -0.39 3.56
F -4.25 0.78 3.52
F -4.73 -1.35 3.86
F -2.97 -0.40 4.63
C -3.73 0.87 0.49
C -3.19 1.57 -0.76
H -2.66 2.40 -0.30
H -2.52 0.96 -1.37
H -3.95 2.06 -1.37
H -4.47 1.50 0.99
H -4.24 0.01 0.06
H -3.58 -1.46 1.67
C 2.32 -0.30 -2.35
O 3.25 0.08 -1.30
O 1.01 -0.29 -1.76
C 2.68 0.49 -3.63
F 3.91 0.07 -4.05
F 1.78 0.20 -4.57
F 2.77 1.84 -3.38
C 3.58 -0.97 -0.35
C 4.86 -0.49 0.43
H 4.77 0.27 1.21
H 5.19 -1.37 0.97
H 5.77 -0.17 -0.07
H 3.76 -1.95 -0.79
H 2.77 -0.91 0.37
H 2.56 -1.34 -2.55
*
```



E list, top to bottom, in Eh: -5564.85027; -516.00312; -3497.92330; -1812.15342
ΔE to the lowest compared entry with this formula, charge and spin list, top to bottom, in kcal per mole: 35.06; 39.34; 14.72; 0.00
Highest occupied orbital energy list, top to bottom, in Ha: -0.124; -0.303; -0.481; -0.169